[1]
2 unconnected molecules or ions with the total composition C5H9NO at a distorted geometry, computed with wB97M-V/def2-TZVPD.

Charge ... 0
LUMO level ... 0.94 eV
ΔE to the lowest compared entry with this formula, charge and spin ... 3.432 eV
Strongest force on any atom ... 1.21 eV/Å
HOMO ... -7.16 eV

Last column: Mulliken charge in e.
Cartesian coordinates (Å):
C 1.62 -0.79 -0.59  -1.32
C 0.37 -0.03 -0.24  0.73
C 0.41 1.45 -0.52  -1.27
N -0.80 -0.69 -0.29  -0.13
C -1.92 -0.24 0.35  -0.69
C -0.59 0.12 1.92  0.25
O -0.59 -0.48 2.92  -0.35
H 2.46 -0.41 -0.01  0.33
H 1.88 -0.68 -1.66  0.31
H 1.52 -1.86 -0.37  0.36
H 1.25 1.91 0.01  0.34
H -0.50 1.96 -0.20  0.29
H 0.55 1.63 -1.59  0.37
H -0.70 -1.70 -0.29  0.25
H -2.24 0.77 0.13  0.22
H -2.72 -0.97 0.45  0.32



[2]
10 unconnected molecules or ions with the total composition C20H60O10 at a distorted geometry, computed with wB97M-V/def2-TZVPD.

Charge ... 0
LUMO level ... 0.32 eV
ΔE to the lowest compared entry with this formula, charge and spin ... 2.492 eV
Structure (SMILES) ... CCO.CCO.CCO.CCO.CCO.CCO.CCO.CCO.CCO.CCO
Strongest force on any atom ... 3.10 eV/Å
HOMO ... -9.45 eV

Last column: Mulliken charge in e.
Cartesian coordinates (Å):
C 1.63 5.02 -0.89  -0.71
C 0.71 4.28 0.05  -0.27
O -0.41 3.78 -0.69  -0.50
H 2.58 5.25 -0.41  0.37
H 1.21 5.93 -1.32  0.35
H 1.95 4.30 -1.66  -0.13
H 0.34 4.96 0.82  0.46
H 1.25 3.47 0.54  0.19
H -0.98 4.55 -0.82  0.28
C -3.71 2.19 0.61  -0.87
C -2.72 2.57 1.70  0.61
O -3.48 3.32 2.73  -0.59
H -3.17 1.73 -0.22  0.18
H -4.31 3.04 0.30  0.35
H -4.43 1.42 0.88  0.28
H -1.88 3.18 1.36  -0.23
H -2.18 1.76 2.20  0.01
H -3.78 2.79 3.47  0.31
C 3.62 -2.33 -0.52  -0.57
C 3.97 -3.73 0.03  -0.42
O 2.84 -4.56 -0.12  -0.50
H 3.28 -2.35 -1.55  0.34
H 4.47 -1.65 -0.51  0.29
H 2.82 -1.97 0.13  -0.01
H 4.25 -3.65 1.08  0.32
H 4.80 -4.14 -0.54  0.27
H 2.63 -5.01 0.70  0.29
C 0.38 -2.90 4.19  -0.72
C -0.47 -3.09 5.48  -0.39
O -1.85 -3.39 5.19  -0.56
H 0.01 -2.05 3.62  0.01
H 0.39 -3.77 3.54  0.24
H 1.41 -2.69 4.47  0.42
H -0.41 -2.16 6.05  0.31
H -0.02 -3.89 6.08  0.35
H -2.36 -3.50 5.99  0.27
C 4.68 2.23 -1.52  -0.51
C 5.31 3.20 -0.49  -0.28
O 5.11 2.74 0.77  -0.49
H 5.14 1.26 -1.37  0.34
H 4.91 2.47 -2.56  0.37
H 3.61 2.12 -1.36  -0.17
H 4.66 4.07 -0.61  0.11
H 6.36 3.40 -0.70  0.33
H 5.67 1.96 0.85  0.32
C 0.69 3.34 -4.39  -0.39
C -0.21 4.61 -4.32  -0.10
O -1.18 4.47 -5.37  -0.52
H 0.21 2.41 -4.10  -0.06
H 1.57 3.46 -3.75  0.08
H 1.09 3.28 -5.40  0.40
H 0.38 5.48 -4.60  0.28
H -0.54 4.72 -3.29  -0.03
H -0.78 4.92 -6.11  0.33
C 0.24 0.17 0.50  -0.42
C 1.06 0.09 -0.77  0.04
O 0.37 0.79 -1.80  -0.04
H 0.71 -0.49 1.23  0.19
H -0.73 -0.27 0.29  0.01
H 0.21 1.18 0.92  0.28
H 1.12 -0.96 -1.09  -0.02
H 2.06 0.48 -0.62  -0.06
H 0.20 1.66 -1.44  0.02
C -1.38 -3.60 0.61  -0.15
C -1.70 -4.87 -0.17  -0.64
O -3.00 -5.18 0.12  -0.51
H -0.38 -3.25 0.36  0.19
H -1.47 -3.70 1.69  0.11
H -2.04 -2.77 0.33  0.08
H -1.03 -5.66 0.16  0.39
H -1.57 -4.78 -1.25  0.21
H -2.96 -5.92 0.74  0.32
C -1.44 -1.97 -2.74  -0.54
C -1.33 -1.47 -4.15  -0.53
O -0.26 -0.54 -4.22  -0.53
H -1.79 -1.20 -2.05  0.15
H -0.51 -2.45 -2.44  0.11
H -2.18 -2.77 -2.74  0.42
H -2.26 -1.01 -4.47  0.27
H -1.07 -2.27 -4.86  0.35
H -0.32 0.12 -3.52  0.21
C -3.29 -1.08 2.75  -0.24
C -4.25 -2.21 2.95  -0.39
O -4.24 -2.55 4.33  -0.61
H -3.16 -0.78 1.71  0.06
H -2.30 -1.29 3.16  -0.04
H -3.75 -0.25 3.29  0.32
H -3.99 -3.14 2.44  0.17
H -5.26 -1.96 2.63  0.35
H -3.38 -2.96 4.46  0.46



[3]
5 unconnected molecules or ions with the total composition H10O5, computed with wB97M-V/def2-TZVPD.

Charge ... -1
LUMO level (alpha / beta) ... 3.33 / 3.60 eV
Multiplicity ... 2
ΔE to the lowest compared entry with this formula, charge and spin ... 0.803 eV
Strongest force on any atom ... 0.92 eV/Å
HOMO (alpha / beta) ... 0.93 / -7.41 eV

Last column: Mulliken charge in e.
Cartesian coordinates (Å):
O 5.37 -25.34 11.83  -1.02
H 5.76 -25.57 10.99  0.35
H 6.05 -25.56 12.47  0.52
O 6.38 -22.56 10.04  -0.67
H 6.68 -23.14 10.75  0.35
H 5.73 -22.00 10.46  0.32
O 5.02 -28.21 8.24  -1.04
H 5.23 -28.82 7.54  0.40
H 5.17 -27.34 7.85  0.43
O 5.81 -25.00 7.83  -1.50
H 6.36 -24.50 7.22  0.59
H 5.61 -24.38 8.54  0.52
O 6.73 -27.03 5.66  -1.30
H 6.43 -26.74 4.79  0.52
H 7.58 -26.59 5.77  0.50



What is the strongest force on any atom in the second record?
3.10 eV/Å